{
  "formula": "C6H9N",
  "method": "ωB97M-V/def2-TZVPD",
  "species": ["N", "C", "C", "C", "C", "C", "C", "H", "H", "H", "H", "H", "H", "H", "H", "H"],
  "xyz": [[-1.4303, 0.3248, -2.3161], [-1.5067, -0.4242, -0.0259], [2.2989, 0.1266, -0.1890], [-0.2319, -0.0401, 0.2185], [-2.0896, -0.1891, -1.3405], [0.3304, 0.1870, 1.8876], [0.9224, 0.5665, 0.1982], [-0.2420, 1.0213, 2.2968], [-3.1490, -0.4991, -1.4091], [3.0772, 0.7545, 0.2630], [2.3530, 0.2685, -1.2772], [-0.0536, -0.7875, 2.2276], [2.5151, -0.9321, 0.0198], [-2.0331, 0.4206, -3.1376], [-2.0951, -0.9052, 0.7516], [1.3705, 0.2323, 2.2308]],
  "atomic_forces_ev_per_a": [[-0.5, -0.2, 0.2], [0.2, 0.0, 0.1], [0.0, 0.0, 0.0], [0.3, 0.4, 0.0], [0.2, 0.0, 0.0], [0.0, 0.0, 0.2], [-0.4, -0.5, 0.0], [0.2, -0.2, -0.2], [0.3, 0.2, -0.1], [-0.2, -0.1, -0.1], [0.0, 0.0, 0.2], [0.1, 0.2, -0.1], [-0.1, 0.2, 0.0], [0.2, 0.0, 0.2], [0.2, 0.1, -0.2], [-0.2, 0.0, -0.2]],
  "largest_force_ev_per_a": 0.63,
  "e_homo_ev": -7.39,
  "lumo_ev": 0.8045
}